The following is a quantum chemistry calculation of 2 unconnected molecules or ions with the total composition C8H12N2O, from OMol25.

Summary:
* LUMO level: 0.574 eV
* SMILES: CNC(C)=O.c1ccncc1
* gap between HOMO and LUMO: 0.3748 Ha
* ΔE to the lowest compared entry with this formula, charge and spin: 38.1 kcal/mol
* energy: -496.73179 hartree
* net charge: 0

Geometry as XYZ:
```
23
C8H12N2O (ωB97M-V/def2-TZVPD)
C 3.114 1.741 -0.236
N 2.013 0.761 0.054
C 2.156 -0.594 -0.225
C 1.096 -1.582 0.242
O 3.119 -1.022 -0.799
H 3.746 1.145 -1.003
H 2.678 2.629 -0.736
H 3.758 2.016 0.685
H 1.053 1.035 0.430
H 0.087 -1.297 0.690
H 1.532 -2.167 1.104
H 0.808 -2.365 -0.558
C -1.783 -1.005 0.496
C -2.709 -1.136 -0.484
C -3.324 0.065 -0.890
N -2.975 1.349 -0.582
C -1.991 1.417 0.310
C -1.401 0.292 0.895
H -1.429 -1.921 0.967
H -3.101 -2.099 -0.724
H -4.172 -0.057 -1.594
H -1.761 2.388 0.496
H -0.513 0.407 1.461
```

Atomic partial charges in e from the natural (NBO) method, atoms 1 to 4:
1. C -0.4358
2. N -0.6463
3. C 0.6715
4. C -0.7323